{"formula": "C80H53F6N2O14", "method": "wB97M-V/def2-TZVPD", "total_charge": 1, "max_force_ha_per_bohr": 0.0356, "homo_lumo_gap_ev": 7.24, "homo_ev": -10.81, "elements": ["N", "C", "N", "C", "C", "O", "C", "C", "C", "O", "C", "F", "F", "C", "F", "F", "C", "F", "F", "C", "O", "O", "H", "H", "H", "H", "H", "H", "H", "H", "H", "H", "H", "H", "H", "C", "C", "C", "C", "C", "C", "C", "O", "C", "C", "C", "C", "C", "C", "C", "O", "H", "H", "H", "H", "H", "H", "H", "H", "C", "C", "C", "C", "C", "C", "C", "O", "C", "C", "C", "C", "C", "C", "C", "O", "H", "H", "H", "H", "H", "H", "H", "H", "C", "C", "C", "C", "C", "C", "C", "O", "C", "C", "C", "C", "C", "C", "C", "O", "H", "H", "H", "H", "H", "H", "H", "H", "C", "C", "C", "C", "C", "C", "C", "O", "C", "C", "C", "C", "C", "C", "C", "O", "H", "H", "H", "H", "H", "H", "H", "H", "C", "C", "C", "C", "C", "C", "C", "O", "C", "C", "C", "C", "C", "C", "C", "O", "H", "H", "H", "H", "H", "H", "H", "H"], "xyz": [[-5.4001, 1.3819, 3.2861], [-4.9649, 0.0628, 3.6636], [-3.5948, -0.1774, 3.0749], [-2.6481, 0.7555, 3.7811], [-1.2086, 0.4212, 3.4799], [-0.9488, -0.8537, 4.0320], [-1.6233, -1.7696, 3.2127], [-3.1577, -1.6046, 3.2866], [-3.9244, -2.6062, 2.4093], [-4.4353, -3.5743, 2.9310], [-4.1298, -2.4088, 0.8647], [-5.1061, -1.4863, 0.7009], [-4.5474, -3.5726, 0.3638], [-2.8466, -2.0516, 0.1023], [-2.4089, -0.8307, 0.4815], [-1.9562, -2.9856, 0.4881], [-2.9633, -2.1397, -1.4522], [-2.6512, -3.3943, -1.8233], [-4.2076, -1.8972, -1.8804], [-1.9511, -1.2246, -2.1530], [-0.8639, -0.9609, -1.7142], [-2.3670, -0.7587, -3.3437], [-5.1898, 2.0253, 4.0373], [-6.4105, 1.3539, 3.2026], [-4.9300, -0.0881, 4.7373], [-5.6445, -0.6623, 3.2248], [-3.6847, 0.0782, 2.0887], [-2.7933, 0.5399, 4.8342], [-2.8623, 1.7898, 3.5466], [-0.5505, 1.1555, 3.9248], [-1.0252, 0.4271, 2.4018], [-1.4017, -2.7824, 3.5343], [-1.2390, -1.6646, 2.2039], [-3.4428, -1.8368, 4.3077], [-1.5758, -0.7755, -3.9017], [-2.5141, 1.9600, -2.2923], [-2.0998, 2.3694, -1.0282], [-1.2993, 3.4886, -0.8851], [-0.8987, 4.2001, -2.0084], [-1.2961, 3.7781, -3.2773], [-2.1137, 2.6629, -3.4141], [-0.8397, 4.5012, -4.4999], [-1.1915, 4.1334, -5.6001], [0.0603, 5.6733, -4.3296], [0.5415, 6.3282, -5.4559], [1.3697, 7.4285, -5.3141], [1.7148, 7.8853, -4.0463], [1.2426, 7.2339, -2.9197], [0.4217, 6.1216, -3.0557], [-0.0501, 5.4136, -1.8361], [0.2476, 5.8043, -0.7265], [-3.1491, 1.1020, -2.3979], [-2.4048, 1.8110, -0.1512], [-0.9786, 3.8132, 0.0955], [-2.4299, 2.3471, -4.3994], [0.2694, 5.9737, -6.4403], [1.7473, 7.9344, -6.1925], [2.3567, 8.7494, -3.9388], [1.5126, 7.5842, -1.9333], [1.2774, -4.2649, -1.7298], [2.5987, -4.6520, -1.5339], [3.4662, -4.7281, -2.6097], [3.0129, -4.4281, -3.8878], [1.6813, -4.0634, -4.0872], [0.8207, -3.9734, -3.0039], [1.1615, -3.7785, -5.4528], [0.0028, -3.4493, -5.6176], [2.0970, -3.9050, -6.6018], [1.6239, -3.6949, -7.8906], [2.4871, -3.7955, -8.9686], [3.8292, -4.0977, -8.7637], [4.3062, -4.3128, -7.4817], [3.4425, -4.2262, -6.3976], [3.9627, -4.4925, -5.0302], [5.1322, -4.7582, -4.8397], [0.6012, -4.1987, -0.8868], [2.9517, -4.8942, -0.5402], [4.4959, -5.0228, -2.4602], [-0.2096, -3.6828, -3.1555], [0.5813, -3.4567, -8.0478], [2.1158, -3.6365, -9.9721], [4.5025, -4.1689, -9.6073], [5.3480, -4.5519, -7.3203], [9.0326, 1.8229, 0.2322], [7.6473, 1.8217, 0.1037], [7.0164, 0.8163, -0.6086], [7.7682, -0.1880, -1.2059], [9.1603, -0.1742, -1.0950], [9.7873, 0.8282, -0.3658], [9.9909, -1.2154, -1.7644], [11.1993, -1.2052, -1.6617], [9.2977, -2.2607, -2.5653], [10.0509, -3.2109, -3.2420], [9.4175, -4.1981, -3.9797], [8.0278, -4.2468, -4.0404], [7.2730, -3.2976, -3.3716], [7.9028, -2.2989, -2.6401], [7.0731, -1.2722, -1.9538], [5.8587, -1.3137, -2.0021], [9.5231, 2.6050, 0.7964], [7.0607, 2.6069, 0.5622], [5.9396, 0.8095, -0.7065], [10.8643, 0.8285, -0.2722], [11.1302, -3.1745, -3.1920], [10.0073, -4.9346, -4.5093], [7.5346, -5.0203, -4.6108], [6.1968, -3.3296, -3.4219], [-9.1850, 4.2623, -0.9566], [-8.4014, 3.3156, -0.3048], [-8.6650, 2.9871, 1.0136], [-9.7043, 3.6093, 1.6919], [-10.4762, 4.5745, 1.0440], [-10.2194, 4.8905, -0.2840], [-11.5688, 5.2875, 1.7651], [-12.2418, 6.1217, 1.2008], [-11.8035, 4.9510, 3.1963], [-12.7796, 5.6399, 3.9035], [-13.0193, 5.3300, 5.2317], [-12.2905, 4.3242, 5.8577], [-11.3124, 3.6373, 5.1594], [-11.0585, 3.9527, 3.8299], [-9.9834, 3.2296, 3.1033], [-9.3410, 2.3503, 3.6495], [-8.9842, 4.5124, -1.9897], [-7.5862, 2.8342, -0.8292], [-8.0603, 2.2471, 1.5179], [-10.8277, 5.6300, -0.7857], [-13.3474, 6.4188, 3.4141], [-13.7772, 5.8711, 5.7820], [-12.4850, 4.0797, 6.8934], [-10.7421, 2.8580, 5.6448], [3.8714, -2.3374, 8.9543], [5.2424, -2.5721, 8.9687], [5.9434, -2.6728, 7.7790], [5.2749, -2.5500, 6.5679], [3.8942, -2.3360, 6.5528], [3.1986, -2.2204, 7.7501], [3.1520, -2.2487, 5.2671], [1.9511, -2.0562, 5.2453], [3.9152, -2.4047, 3.9979], [3.2351, -2.3723, 2.7865], [3.9316, -2.4950, 1.5965], [5.3146, -2.6456, 1.6093], [5.9974, -2.6852, 2.8133], [5.3009, -2.5720, 4.0105], [6.0481, -2.6427, 5.2980], [7.2525, -2.7736, 5.3102], [3.3278, -2.2511, 9.8857], [5.7639, -2.6747, 9.9108], [7.0098, -2.8498, 7.7869], [2.1323, -2.0434, 7.7358], [2.1605, -2.2504, 2.7794], [3.3995, -2.4696, 0.6545], [5.8583, -2.7339, 0.6776], [7.0718, -2.8046, 2.8278]], "forces_ev_per_angstrom": [[0.0, -0.4, 0.3], [-0.8, 0.2, -0.5], [-0.1, 0.2, 0.6], [0.6, -0.1, 0.0], [-0.1, 0.0, 0.0], [-0.2, 0.0, -0.3], [0.2, -0.5, -0.2], [0.1, 0.1, -0.2], [-0.7, -1.1, 0.9], [0.8, 1.3, -0.8], [0.0, -0.6, 0.2], [0.1, 0.4, 0.1], [-0.1, 0.1, 0.0], [-0.3, -0.6, -0.4], [-0.3, 0.3, 0.0], [0.3, 0.2, 0.2], [0.1, 0.0, -0.4], [0.1, -0.1, 0.1], [-0.2, 0.3, 0.4], [1.2, 1.2, -0.6], [-0.6, -0.8, 0.3], [-0.3, -1.5, 0.2], [-0.1, 0.3, -0.1], [-0.1, 0.3, -0.2], [0.4, -0.3, 0.1], [0.1, -0.2, 0.0], [0.2, 0.0, -0.1], [-0.1, 0.2, 0.2], [-0.4, 0.1, -0.2], [0.1, 0.1, 0.3], [0.1, 0.0, -0.1], [0.1, -0.1, 0.2], [-0.1, -0.1, -0.1], [-0.1, -0.1, 0.2], [0.1, 0.5, -0.3], [0.1, 0.4, 0.3], [0.0, 0.1, -0.1], [-0.1, -0.2, 0.1], [0.0, 0.0, -0.1], [0.1, 0.0, 0.1], [-0.1, -0.1, 0.0], [0.0, 0.0, -0.3], [0.0, 0.0, 0.0], [0.0, 0.0, 0.1], [0.1, 0.1, -0.1], [0.0, 0.0, 0.1], [0.0, 0.0, 0.0], [0.1, 0.1, 0.0], [-0.1, -0.1, -0.1], [0.1, 0.2, 0.2], [0.0, -0.1, 0.0], [-0.2, 0.0, -0.1], [0.0, 0.0, 0.0], [0.1, 0.1, -0.1], [0.1, 0.1, -0.1], [-0.1, -0.1, 0.0], [0.0, 0.0, 0.0], [0.0, 0.0, 0.0], [0.0, -0.1, 0.1], [0.1, 0.0, 0.0], [-0.1, 0.0, 0.0], [0.0, 0.0, 0.1], [-0.1, 0.0, 0.0], [0.1, 0.0, -0.1], [-0.1, 0.0, 0.3], [-0.2, 0.1, -0.1], [0.0, 0.1, 0.0], [0.1, -0.1, 0.1], [0.0, 0.0, -0.1], [0.1, 0.0, 0.0], [-0.1, 0.0, 0.0], [0.0, 0.0, -0.1], [-0.1, 0.0, 0.0], [0.2, -0.1, 0.0], [-0.1, -0.1, -0.2], [0.0, 0.0, 0.0], [0.0, 0.0, 0.0], [0.0, 0.0, -0.1], [0.0, 0.0, -0.1], [0.0, 0.0, 0.1], [0.0, 0.0, 0.0], [0.0, 0.0, 0.0], [0.0, 0.0, 0.1], [-0.1, 0.0, 0.0], [0.1, 0.0, 0.0], [0.0, 0.1, 0.1], [0.1, 0.0, 0.0], [-0.1, 0.0, 0.0], [0.0, 0.1, 0.1], [0.3, 0.0, 0.0], [0.0, 0.0, 0.0], [-0.1, 0.0, 0.0], [0.0, -0.1, -0.1], [-0.1, 0.0, 0.0], [0.2, 0.0, 0.0], [0.1, -0.1, 0.0], [0.1, 0.0, 0.0], [-0.2, 0.0, -0.1], [0.0, 0.0, 0.1], [0.0, 0.0, 0.0], [0.0, 0.0, 0.0], [0.0, -0.1, -0.1], [0.0, -0.1, -0.1], [0.0, 0.1, 0.1], [0.0, 0.0, 0.0], [0.0, 0.0, 0.0], [0.0, 0.1, 0.0], [0.0, 0.0, 0.0], [0.0, 0.0, 0.0], [0.1, 0.0, -0.2], [-0.1, 0.1, 0.0], [0.1, -0.1, 0.1], [0.1, 0.0, -0.1], [-0.2, 0.2, -0.1], [0.0, 0.0, 0.0], [0.1, -0.1, 0.0], [-0.1, 0.1, 0.1], [0.0, -0.1, 0.0], [0.0, 0.0, 0.0], [-0.1, 0.0, 0.1], [0.0, 0.0, -0.1], [0.1, -0.2, 0.1], [0.2, 0.0, 0.0], [0.0, 0.0, 0.0], [0.0, 0.0, 0.0], [-0.1, 0.0, 0.1], [-0.1, 0.0, 0.1], [0.0, 0.0, -0.1], [0.0, 0.0, 0.0], [0.0, 0.0, 0.0], [0.1, 0.0, -0.1], [0.0, 0.0, 0.0], [-0.1, 0.0, 0.0], [0.0, 0.0, 0.1], [-0.1, 0.0, 0.0], [0.1, 0.0, 0.0], [0.0, 0.0, 0.1], [-0.2, 0.1, -0.1], [0.0, 0.0, 0.0], [0.1, 0.0, 0.1], [0.0, 0.0, -0.2], [0.0, 0.0, 0.0], [0.0, 0.0, 0.0], [0.0, 0.0, -0.1], [-0.1, 0.0, 0.0], [0.3, 0.0, 0.0], [0.0, 0.0, 0.0], [0.0, 0.0, 0.0], [0.0, 0.0, 0.0], [0.0, 0.0, -0.1], [0.0, 0.0, -0.1], [0.0, 0.0, 0.1], [0.0, 0.0, 0.0], [0.0, 0.0, 0.0], [0.0, 0.0, 0.1]]}